*P*
The ion C3H9N2S with charge +1, computed with ωB97M-V/def2-TZVPD.

XYZ file:
```
15
C3H9N2S | OMol25 | ωB97M-V/def2-TZVPD
C -0.506 0.228 0.879
C 1.235 1.303 -0.273
C 0.406 -0.923 0.608
N -0.200 -1.737 -0.638
N -0.201 1.013 -0.347
S 1.942 -0.277 0.138
H -1.500 -0.253 0.564
H -0.359 0.679 1.817
H 1.445 1.620 -1.299
H 1.402 2.079 0.448
H 0.731 -1.656 1.391
H 0.306 -2.468 -1.090
H -1.084 -2.084 -0.341
H -0.363 -0.979 -1.248
H -0.666 1.924 -0.490
```

The highest occupied orbital energy is -0.502 hartree. As for the SMILES: [NH3+][C@@H]1CNCS1. Its HOMO-LUMO gap is 10.332 eV. The charge is +1. For the LUMO energy, the calculation gives -3.3 eV.

*Q*
The ion C3H9N2S with charge +1, computed with ωB97M-V/def2-TZVPD.

XYZ file:
```
15
C3H9N2S | OMol25 | ωB97M-V/def2-TZVPD
C 0.839 1.040 0.554
C 0.021 1.034 -0.783
C 0.868 -1.258 0.316
N -1.669 -0.865 -0.630
N 0.553 -0.225 1.180
S -0.192 -0.575 -1.383
H 1.909 0.984 0.310
H 0.587 1.978 1.077
H -1.029 1.267 -0.611
H 0.484 1.682 -1.584
H 1.951 -1.348 0.042
H 0.397 -2.213 0.544
H -1.706 -0.547 0.311
H -0.340 -0.339 1.625
H -1.992 -1.847 -0.525
```

The highest occupied orbital energy is -0.526 hartree. Its HOMO-LUMO gap is 10.445 eV. The charge is +1. For the LUMO energy, the calculation gives -3.9 eV.

Most stable structure: *P*